The molecule C9H17I2N at a distorted geometry. Source: the OMol25 dataset; level of theory: wB97M-V/def2-TZVPD.

The calculation puts the relative energy (zero: lowest compared OMol25 entry of this formula, charge and spin) at 117.5 kcal per mole. For the LUMO energy (alpha / beta), the calculation gives 0.1 / -0.6 eV. As for the HOMO-LUMO gap (alpha / beta): 0.322 / 0.248 Ha.

Last columns: bonded neighbours and bond lengths (Å).
Positions of all 29 atoms, in Å:
1 C 0.52 -0.50 -0.77  C3 1.546, C4 1.430, H13 1.078, H14 1.047
2 C -1.00 -1.72 0.83  C3 1.538, C5 1.532, H15 1.157, H16 1.017
3 C 0.26 -0.84 0.72  C1 1.546, C2 1.538, C6 1.581, H17 1.041
4 C -0.08 0.70 -1.26  C1 1.430, C7 1.571, C8 1.572, N10 1.444
5 C -2.29 -0.94 0.58  C2 1.532, C9 1.501, I11 1.997
6 C 1.51 -1.64 1.26  C3 1.581, H18 1.109, H19 1.170, H20 1.200
7 C 0.55 0.80 -2.70  C4 1.571, H21 1.032, H22 1.044, H23 1.167
8 C 0.37 1.97 -0.44  C4 1.572, H24 1.153, H25 1.156, H26 1.170
9 C -2.72 0.18 1.48  C5 1.501, H27 1.065, H28 1.079, H29 1.046
10 N -1.48 0.53 -1.56  C4 1.444, I12 2.022
11 I -3.61 -1.85 -0.62  C5 1.997
12 I -2.78 2.08 -1.53  N10 2.022
13 H 1.57 -0.33 -0.88  C1 1.078
14 H 0.31 -1.38 -1.30  C1 1.047
15 H -0.80 -2.50 -0.01  C2 1.157
16 H -1.04 -2.17 1.74  C2 1.017
17 H 0.03 -0.09 1.40  C3 1.041
18 H 1.18 -2.45 1.95  C6 1.109
19 H 2.34 -0.96 1.73  C6 1.170
20 H 1.99 -2.28 0.36  C6 1.200
21 H 0.13 -0.03 -3.14  C7 1.032
22 H 1.57 0.80 -2.92  C7 1.044
23 H 0.06 1.63 -3.36  C7 1.167
24 H 1.50 1.97 -0.21  C8 1.153
25 H -0.21 1.83 0.55  C8 1.156
26 H 0.08 2.94 -1.03  C8 1.170
27 H -2.32 0.04 2.46  C9 1.065
28 H -3.79 0.14 1.56  C9 1.079
29 H -2.52 1.19 1.27  C9 1.046

***

The ion C7H7N2O3 with charge -1 at a distorted geometry. Source: the OMol25 dataset; level of theory: wB97M-V/def2-TZVPD.

The calculation puts the relative energy (zero: lowest compared OMol25 entry of this formula, charge and spin) at 12.7 kcal per mole. As for the net charge: -1. For the LUMO energy, the calculation gives 3.7 eV. The SMILES is CC1(/N=C(\[O-])C(=O)N=C=O)CC1. As for the HOMO-LUMO gap: 0.283 Ha.

Last columns: bonded neighbours and bond lengths (Å).
Positions of all 19 atoms, in Å:
1 C -0.67 0.60 -1.17  C2 1.519, H13 1.077, H14 1.134, H15 1.112
2 C 0.06 -0.47 -0.38  C1 1.519, N3 1.393, C11 1.479, C12 1.563
3 N -0.17 -1.77 -0.85  C2 1.393, C4 1.303
4 C 0.44 -2.83 -0.42  N3 1.303, O5 1.251, C6 1.510
5 O 1.05 -2.95 0.67  C4 1.251
6 C 0.26 -3.99 -1.38  C4 1.510, O7 1.212, N8 1.475
7 O 0.95 -4.89 -1.79  C6 1.212
8 N -1.16 -3.99 -1.79  C6 1.475, C9 1.198
9 C -2.01 -3.15 -1.71  N8 1.198, O10 1.162
10 O -3.02 -2.58 -1.79  C9 1.162
11 C 0.32 -0.20 1.05  C2 1.479, C12 1.518, H16 1.096, H17 1.138
12 C 1.48 -0.03 0.09  C2 1.563, C11 1.518, H18 0.989, H19 1.000
13 H -0.55 1.60 -0.77  C1 1.077
14 H -1.73 0.25 -1.35  C1 1.134
15 H -0.11 0.64 -2.13  C1 1.112
16 H 0.40 -1.15 1.58  C11 1.096
17 H 0.05 0.80 1.53  C11 1.138
18 H 1.81 0.87 -0.16  C12 0.989
19 H 2.12 -0.80 0.02  C12 1.000

***

The molecule C7H14 at a distorted geometry. Source: the OMol25 dataset; level of theory: wB97M-V/def2-TZVPD.

The calculation puts the relative energy (zero: lowest compared OMol25 entry of this formula, charge and spin) at 66.1 kcal per mole. For the LUMO energy, the calculation gives 1.0 eV. The SMILES is C[C@@H]1[C@H](C)C1(C)C. As for the HOMO-LUMO gap: 0.319 Ha.

Last columns: bonded neighbours and bond lengths (Å).
Positions of all 21 atoms, in Å:
1 C -0.13 -1.82 -1.27  C2 1.523, H8 1.104, H9 1.091, H10 1.100
2 C -0.53 -0.35 -1.17  C1 1.523, C3 1.492, C5 1.695, H11 1.106
3 C 0.52 0.61 -0.71  C2 1.492, C4 1.512, C5 1.482, H12 1.088
4 C 1.93 0.20 -0.37  C3 1.512, H13 1.097, H14 1.092, H15 1.094
5 C -0.52 0.43 0.33  C2 1.695, C3 1.482, C6 1.499, C7 1.537
6 C -0.46 -0.46 1.54  C5 1.499, H16 1.101, H17 1.092, H18 1.092
7 C -1.21 1.76 0.65  C5 1.537, H19 1.096, H20 1.096, H21 1.105
8 H 0.37 -2.04 -2.23  C1 1.104
9 H -0.99 -2.49 -1.22  C1 1.091
10 H 0.59 -2.13 -0.50  C1 1.100
11 H -1.56 -0.05 -0.93  C2 1.106
12 H 0.50 1.58 -1.20  C3 1.088
13 H 2.38 1.05 0.17  C4 1.097
14 H 2.54 0.01 -1.25  C4 1.092
15 H 1.99 -0.67 0.30  C4 1.094
16 H -1.45 -0.48 2.01  C6 1.101
17 H 0.25 -0.08 2.27  C6 1.092
18 H -0.21 -1.49 1.29  C6 1.092
19 H -1.32 2.44 -0.21  C7 1.096
20 H -2.18 1.71 1.16  C7 1.096
21 H -0.52 2.27 1.34  C7 1.105

***

A cluster of 5 separate species, C41H46F4N5O in total at a distorted geometry. Source: the OMol25 dataset; level of theory: wB97M-V/def2-TZVPD.

As for the net charge: +1. For the LUMO energy, the calculation gives -3.4 eV. As for the HOMO-LUMO gap: 0.264 Ha.

Last columns: bonded neighbours and bond lengths (Å).
Positions of all 97 atoms, in Å:
1 N 6.18 -0.98 1.63  C2 1.524, H24 1.048, H25 1.065
2 C 5.44 -0.40 2.83  N1 1.524, C3 1.640, H26 1.189, H27 1.186
3 C 3.85 -0.14 2.49  C2 1.640, C4 1.671, H28 1.183, H29 1.192
4 C 3.00 -1.55 2.21  C3 1.671, C5 1.672, H30 1.180, H31 1.191
5 C 1.35 -1.29 2.24  C4 1.672, C6 1.640, H32 1.175, H33 1.187
6 C 0.59 -1.77 0.86  C5 1.640, C7 1.670, H34 1.194, H35 1.175
7 C -0.10 -0.52 0.01  C6 1.670, C8 1.642, N23 1.538
8 C -0.44 0.99 0.56  C7 1.642, N9 1.542, H36 1.171
9 N -1.02 1.72 -0.68  C8 1.542, C10 1.513, C21 1.513
10 C -1.38 3.17 -0.43  N9 1.513, C11 1.639, H37 1.182, H38 1.170
11 C -0.33 4.27 -1.03  C10 1.639, C12 1.640, H39 1.193, H40 1.192
12 C 1.07 3.64 -1.62  C11 1.640, O13 1.362, N14 1.513
13 O 1.49 4.15 -2.81  C12 1.362
14 N 1.94 2.61 -0.95  C12 1.513, C15 1.513, H41 1.064
15 C 3.42 2.84 -1.18  N14 1.513, C16 1.673, C20 1.673
16 C 4.30 1.49 -1.64  C15 1.673, C17 1.639, H42 1.192
17 C 5.91 1.53 -1.91  C16 1.639, C18 1.669, H43 1.182
18 C 6.66 3.00 -1.66  C17 1.669, C19 1.672, H44 1.179
19 C 5.81 4.37 -1.22  C18 1.672, C20 1.658, H45 1.180
20 C 4.17 4.32 -0.96  C15 1.673, C19 1.658, H46 1.174
21 C -1.10 0.84 -1.91  N9 1.513, N22 1.520, N23 1.529
22 N -1.66 1.29 -3.24  C21 1.520, H47 1.062, H48 1.063
23 N -0.55 -0.51 -1.46  C7 1.538, C21 1.529, H49 1.061
24 H 6.08 -2.02 1.69  N1 1.048
25 H 5.66 -0.69 0.75  N1 1.065
26 H 5.92 0.67 3.03  C2 1.189
27 H 5.62 -1.02 3.82  C2 1.186
28 H 3.81 0.58 1.55  C3 1.183
29 H 3.37 0.35 3.46  C3 1.192
30 H 3.34 -2.08 1.22  C4 1.180
31 H 3.29 -2.30 3.10  C4 1.191
32 H 1.21 -0.15 2.50  C5 1.175
33 H 0.95 -1.99 3.11  C5 1.187
34 H 1.45 -2.19 0.14  C6 1.194
35 H -0.21 -2.59 1.11  C6 1.175
36 H -0.24 1.40 1.64  C8 1.171
37 H -1.40 3.31 0.75  C10 1.182
38 H -2.45 3.42 -0.84  C10 1.170
39 H -0.03 5.00 -0.14  C11 1.193
40 H -0.89 4.95 -1.82  C11 1.192
41 H 1.81 2.77 0.10  N14 1.064
42 H 3.74 0.44 -1.79  C16 1.192
43 H 6.53 0.57 -2.22  C17 1.182
44 H 7.83 3.02 -1.81  C18 1.179
45 H 6.40 5.37 -1.05  C19 1.180
46 H 3.51 5.23 -0.62  C20 1.174
47 H -2.16 2.21 -3.06  N22 1.062
48 H -0.81 1.57 -3.81  N22 1.063
49 H -0.51 -1.32 -2.15  N23 1.061
50 F -3.74 -2.21 3.02  C51 1.340
51 C -4.09 -1.92 1.76  F50 1.340, C52 1.391, C56 1.390
52 C -5.29 -2.40 1.25  C51 1.391, C53 1.395, H57 1.085
53 C -5.66 -2.10 -0.06  C52 1.395, C54 1.397, H58 1.087
54 C -4.82 -1.32 -0.85  C53 1.397, C55 1.396, H59 1.088
55 C -3.61 -0.84 -0.34  C54 1.396, C56 1.395, H60 1.087
56 C -3.25 -1.14 0.97  C51 1.390, C55 1.395, H61 1.085
57 H -5.93 -3.01 1.88  C52 1.085
58 H -6.60 -2.47 -0.46  C53 1.087
59 H -5.10 -1.09 -1.88  C54 1.088
60 H -2.95 -0.24 -0.96  C55 1.087
61 H -2.32 -0.76 1.39  C56 1.085
62 F -4.49 2.27 3.16  C63 1.340
63 C -4.89 1.78 4.34  F62 1.340, C64 1.391, C68 1.390
64 C -4.72 0.43 4.62  C63 1.391, C65 1.395, H69 1.085
65 C -5.13 -0.07 5.85  C64 1.395, C66 1.397, H70 1.087
66 C -5.73 0.78 6.79  C65 1.397, C67 1.396, H71 1.088
67 C -5.90 2.13 6.49  C66 1.396, C68 1.395, H72 1.087
68 C -5.48 2.64 5.27  C63 1.390, C67 1.395, H73 1.085
69 H -4.26 -0.21 3.87  C64 1.085
70 H -4.99 -1.13 6.08  C65 1.087
71 H -6.05 0.38 7.74  C66 1.088
72 H -6.37 2.79 7.22  C67 1.087
73 H -5.60 3.69 5.03  C68 1.085
74 F -8.79 -3.26 -0.80  C75 1.340
75 C -9.14 -2.97 -2.06  F74 1.340, C76 1.391, C80 1.390
76 C -10.34 -3.46 -2.56  C75 1.391, C77 1.395, H81 1.085
77 C -10.71 -3.15 -3.87  C76 1.395, C78 1.397, H82 1.087
78 C -9.87 -2.37 -4.67  C77 1.397, C79 1.396, H83 1.088
79 C -8.66 -1.89 -4.16  C78 1.396, C80 1.395, H84 1.087
80 C -8.30 -2.19 -2.84  C75 1.390, C79 1.395, H85 1.085
81 H -10.98 -4.07 -1.93  C76 1.085
82 H -11.65 -3.52 -4.27  C77 1.087
83 H -10.16 -2.14 -5.69  C78 1.088
84 H -8.01 -1.29 -4.78  C79 1.087
85 H -7.37 -1.82 -2.43  C80 1.085
86 F 7.80 -0.76 -3.68  C87 1.340
87 C 8.92 -1.27 -3.13  F86 1.340, C88 1.391, C92 1.390
88 C 8.92 -1.62 -1.78  C87 1.391, C89 1.395, H93 1.085
89 C 10.07 -2.15 -1.21  C88 1.395, C90 1.397, H94 1.087
90 C 11.22 -2.32 -2.00  C89 1.397, C91 1.396, H95 1.088
91 C 11.21 -1.96 -3.34  C90 1.396, C92 1.395, H96 1.087
92 C 10.05 -1.44 -3.92  C87 1.390, C91 1.395, H97 1.085
93 H 8.02 -1.47 -1.19  C88 1.085
94 H 10.09 -2.43 -0.16  C89 1.087
95 H 12.12 -2.73 -1.55  C90 1.088
96 H 12.10 -2.09 -3.95  C91 1.087
97 H 10.02 -1.17 -4.97  C92 1.085

***

The molecule C2H2O2 at a distorted geometry. Source: the OMol25 dataset; level of theory: wB97M-V/def2-TZVPD.

The calculation puts the relative energy (zero: lowest compared OMol25 entry of this formula, charge and spin) at 8.2 kcal per mole. For the LUMO energy, the calculation gives -1.0 eV. The SMILES is O=CC=O. As for the HOMO-LUMO gap: 0.338 Ha.

Last columns: bonded neighbours and bond lengths (Å).
Positions of all 6 atoms, in Å:
1 O 1.29 -1.05 -0.03  C2 1.202
2 C 0.73 0.01 -0.02  O1 1.202, C3 1.504, H5 1.131
3 C -0.77 0.01 -0.09  C2 1.504, O4 1.195, H6 1.096
4 O -1.41 -1.00 0.01  C3 1.195
5 H 1.27 0.99 0.13  C2 1.131
6 H -1.12 1.04 0.01  C3 1.096